1.
{
  "formula": "C30H47OSi",
  "method": "ωB97M-V/def2-TZVPD",
  "symbols": ["H", "H", "C", "C", "C", "H", "H", "H", "H", "H", "H", "H", "H", "C", "H", "H", "C", "H", "C", "C", "C", "H", "H", "C", "H", "H", "Si", "H", "C", "H", "H", "H", "H", "H", "C", "H", "C", "H", "H", "C", "H", "C", "H", "C", "H", "H", "C", "H", "C", "C", "C", "H", "C", "H", "H", "C", "H", "H", "H", "H", "C", "C", "H", "C", "C", "H", "C", "C", "H", "C", "O", "H", "C", "H", "C", "H", "H", "H", "H"],
  "coordinates": [[-2.99683, -3.19020, 1.91575], [8.29196, 8.04515, 2.63237], [-1.35399, -5.66180, -1.29434], [3.49095, 0.44144, -1.17846], [-1.55447, -0.30931, 1.63714], [-6.09546, -4.34995, 1.86098], [-4.43013, -3.06081, 0.89410], [0.63080, 1.06247, 2.40864], [5.01634, -1.62294, -4.50763], [-7.53482, -0.17234, -2.56930], [-0.85915, -1.10384, 1.96870], [8.47366, 7.18718, 1.06352], [-0.37433, -3.83028, -1.86143], [4.78416, 5.65660, 1.87486], [-2.63209, -1.23621, -1.78759], [-1.16367, 1.02178, -0.10620], [-6.47881, -3.86299, 2.76247], [-6.38826, -0.16417, -0.23120], [6.88265, 4.63607, 1.13512], [3.94754, 2.50100, 0.09095], [6.19568, 5.71228, 1.74834], [-4.50307, -0.99464, 3.03011], [-5.63574, 1.36426, -1.98191], [3.87643, -0.55863, -2.05082], [-6.54074, 0.24013, -3.97706], [6.96755, 0.58673, -2.89740], [-2.93289, -1.12736, 0.61896], [6.71994, 2.66213, 0.36108], [-5.42398, -0.36781, -0.72551], [-2.01108, 0.08858, 2.56627], [-3.79152, 1.02122, -0.22278], [-1.11384, -1.56399, -0.96556], [5.34114, -2.62074, -3.08735], [7.97102, 4.67998, 1.01237], [5.56982, 1.62206, -1.62646], [-4.16569, -2.58213, 3.71629], [4.08827, 4.60995, 1.33990], [-6.57620, -1.85351, 1.97358], [-7.56804, -3.97276, 2.76708], [5.98208, 0.56843, -2.42553], [-3.16956, -3.75876, -0.64989], [-6.10963, -2.38212, 2.81671], [8.78996, 6.32017, 2.61230], [5.55212, -1.65213, -3.55101], [4.30581, 6.48835, 2.39025], [2.90828, 2.45201, 0.41234], [-5.46023, 0.28859, -2.11336], [-0.67053, -3.97981, -0.12625], [8.18367, 7.09027, 2.11764], [-3.79285, -2.49868, 1.59516], [-2.18516, -1.81702, -0.96604], [6.62042, -1.59505, -3.76447], [0.28799, 1.37573, 1.42022], [-2.72228, -3.42354, -2.31935], [0.79185, 2.19675, 0.91979], [-1.10789, -4.16541, -1.11628], [-6.53943, -1.95261, 3.73209], [-0.40347, -6.19788, -1.24139], [-6.09167, -4.40182, 3.63406], [2.51645, 0.40355, -0.68586], [6.16873, 3.53896, 0.69278], [-0.79175, 0.75397, 0.88849], [-4.71208, 0.43858, 1.15792], [-6.54455, -0.28778, -3.02019], [4.35279, 1.54827, -0.87820], [-2.01044, -6.05353, -0.51105], [-4.27789, 0.12672, 0.19549], [-4.60195, -2.07508, 2.84388], [-6.37948, -1.35182, -3.21690], [4.73765, 3.52171, 0.67394], [6.77565, 6.83023, 2.25608], [-1.81317, -5.87285, -2.26451], [-2.38070, -3.32050, -1.27682], [3.20827, -1.39275, -2.27879], [5.14257, -0.53174, -2.65226], [6.18336, 2.52178, -1.56381], [-5.38670, -1.46116, -0.86643], [-4.47866, 0.17960, -2.59459], [2.99932, 4.59575, 1.41625]],
  "total_charge": 1,
  "energy_ev": -41790.716,
  "e_above_lowest_ev": 2.459
}



2.
{
  "formula": "C59H88BNO28P2",
  "method": "ωB97M-V/def2-TZVPD",
  "symbols": ["H", "C", "C", "O", "H", "H", "O", "H", "H", "O", "H", "O", "C", "O", "H", "H", "H", "C", "H", "O", "O", "H", "C", "H", "P", "O", "H", "O", "C", "C", "H", "H", "C", "H", "H", "C", "C", "C", "O", "H", "H", "C", "H", "C", "O", "C", "H", "C", "H", "H", "H", "N", "H", "H", "H", "H", "C", "C", "H", "H", "C", "C", "C", "C", "C", "O", "C", "C", "H", "C", "H", "H", "H", "H", "O", "C", "C", "H", "O", "C", "H", "H", "H", "O", "H", "H", "C", "O", "H", "C", "C", "C", "H", "H", "O", "C", "H", "H", "H", "H", "H", "C", "C", "H", "C", "C", "H", "H", "C", "H", "O", "P", "O", "H", "H", "C", "C", "H", "H", "B", "H", "C", "H", "O", "H", "H", "C", "C", "C", "H", "C", "O", "H", "C", "H", "O", "C", "H", "H", "H", "H", "H", "H", "O", "O", "C", "C", "H", "C", "C", "C", "C", "H", "H", "H", "H", "H", "O", "H", "C", "H", "C", "H", "C", "H", "C", "C", "H", "H", "H", "O", "H", "H", "H", "C", "H", "O", "O", "H"],
  "coordinates": [[-6.75575, 5.34803, -3.11828], [-2.26707, -1.52837, 2.07905], [0.60578, -1.20826, -2.14051], [2.89312, 0.86346, -6.30166], [-0.36323, -2.31253, -8.05043], [-0.49320, 0.21351, -7.75164], [6.75811, -4.61614, -1.68237], [0.23570, 1.65958, -3.92025], [1.74875, 0.09644, -9.84624], [-8.09466, -5.91450, 0.36823], [-0.96165, -0.44420, -3.46254], [-6.94870, 4.85154, -0.43980], [-0.10328, -1.60006, -8.83240], [-6.68827, 0.59482, -2.35495], [1.65980, -0.95832, -2.01530], [-4.23579, 0.55049, 3.92939], [0.03040, -0.90658, -1.26762], [0.35068, -0.29623, -8.22564], [-8.77261, 5.71409, -0.83666], [1.89379, 1.38774, -8.25081], [-5.36730, 1.61467, -0.41426], [-9.24373, -4.26948, -2.15659], [-8.02419, 5.11730, -1.36667], [1.37282, 1.26328, -2.60444], [-6.32433, -1.38129, -0.08317], [1.19406, 5.14592, 7.53248], [0.43290, 1.28974, -9.72783], [-7.91589, 1.18620, -0.26948], [0.51218, -2.71757, -2.35982], [-1.20597, -3.12515, 0.49290], [5.70882, -1.52948, -0.71782], [9.00003, -3.42357, -0.74536], [-7.27847, -4.84493, 0.23579], [-10.71362, -6.90531, -1.51018], [0.28461, 3.68591, 8.65642], [-6.08224, 5.89421, -0.50547], [-3.30557, -0.69585, 2.51299], [-0.70049, 1.65011, -2.00161], [1.07338, 0.09065, 9.37973], [-0.71357, 1.35031, 2.34996], [10.95645, -4.73419, -1.35008], [0.19780, 0.72251, 8.56610], [10.34218, -5.00949, -2.98874], [-7.30515, 5.95485, -2.39547], [7.17174, 2.37292, 0.07751], [2.66952, 3.32314, 0.44027], [-0.51486, -3.06337, -2.39822], [1.29871, -2.76127, 0.07003], [8.13160, -5.68499, -0.54063], [-3.20964, -2.05889, -4.21240], [2.68171, 0.83203, 0.33577], [-3.99745, -2.28492, -2.26966], [2.24455, -3.75517, -1.57830], [-8.85903, 3.18175, -1.02848], [-1.41799, 0.87092, -1.74742], [8.79637, 5.12910, -3.52049], [0.02499, 4.34348, 7.83366], [4.39357, 0.12023, -0.73052], [-4.89663, -2.50808, -2.67122], [6.67325, 3.94545, -3.35195], [-0.41664, 3.54651, 6.63153], [7.42050, 2.61362, -1.05892], [9.36605, 4.20041, -3.57377], [-2.39283, -2.30273, 0.90128], [3.92861, 2.56533, -0.00788], [-6.39570, -4.55996, 0.97623], [8.05466, -5.20388, -1.51251], [1.15864, 6.23166, 8.33806], [0.76317, -4.46223, -1.03822], [2.56507, -1.54869, 1.73537], [-1.69060, 5.05102, 8.97884], [-9.54987, 4.02842, -2.42232], [0.32733, -2.60513, 6.76115], [-9.96113, -5.14737, -0.00876], [-0.94421, -1.56917, 4.04859], [4.83314, -1.23536, -0.14020], [-4.48542, -0.69867, 1.77729], [-7.99698, -5.52687, -2.33770], [-1.63009, 1.58912, 2.17363], [-3.81385, -3.12477, -1.06054], [6.95074, 2.38572, -4.16296], [-1.27937, 2.46262, -2.43440], [0.66180, -1.59401, 5.37483], [6.62164, 2.30642, -2.10949], [0.42758, 3.01126, 6.19524], [4.22748, -3.34058, -0.22008], [1.30357, -0.74878, 7.26110], [-2.43908, 2.62497, 4.14451], [-7.82697, 1.34677, 0.67962], [1.05718, -1.91342, 6.33699], [6.90809, -3.52082, -2.47084], [1.24774, -3.51160, -1.24307], [9.56303, 3.97167, -4.62071], [2.14656, -0.15125, 6.90125], [2.06433, 6.98163, 8.51331], [-9.20306, -5.73397, -0.53517], [10.84293, -3.39633, -2.50481], [-4.74596, -3.66373, -0.90106], [10.31547, 4.37125, -3.06772], [-9.96734, -7.69320, -0.11059], [4.71838, 2.92227, 0.64567], [-3.22265, 0.21200, 3.71767], [0.36381, 1.12029, -2.98299], [-2.49034, 3.44189, 3.63769], [10.35851, -4.30682, -2.15443], [7.15114, 2.96685, -3.26638], [4.15909, 0.85291, 1.27522], [1.99128, -2.45239, 6.16961], [0.11502, -0.36272, -3.31336], [5.17642, -1.13746, 0.88743], [-0.44972, 1.66920, 8.88765], [-6.52988, 0.63049, -0.89976], [-5.21186, 6.09891, 0.27569], [-7.94153, 3.29371, -2.51391], [2.50374, -1.36778, 8.98116], [-4.65634, -1.48949, 0.64591], [-3.59299, -2.29128, 0.18503], [1.43414, 1.73355, 2.12754], [2.56779, 4.28031, -0.06786], [-2.39768, 1.52018, 3.33294], [-0.97560, -1.44147, -9.46594], [1.48059, -1.11418, 8.71544], [-5.63269, 2.20612, 0.30063], [-7.60649, -4.12862, -0.87572], [0.63193, -0.65075, -4.22783], [-2.83471, -3.61827, -3.48962], [8.61761, 3.06660, -2.91997], [0.22235, -1.86670, 2.04489], [2.12413, 0.60573, -7.16511], [-9.08373, -7.58976, -1.62563], [1.08731, 0.63200, -9.16097], [-6.35201, 6.66482, -1.58693], [4.18625, 2.76594, -1.04326], [-8.55016, -4.91423, -1.62230], [1.51295, -0.81436, 3.43512], [-0.06110, 6.35237, 8.92304], [1.43155, -1.36363, 2.51022], [-6.37806, -2.12922, -1.24760], [3.66085, 3.63262, 2.35894], [3.74896, -0.05307, -1.59017], [-1.42770, 5.91712, 7.44538], [0.81205, -1.92021, 9.02542], [1.00671, 2.99661, 3.26517], [-1.30459, -4.20319, -0.03489], [1.35047, -0.51232, -7.21088], [2.53683, -2.21786, 0.50470], [3.79546, -2.34704, -0.33845], [3.50673, -1.14234, 2.06576], [0.14953, -2.57877, 0.84479], [-2.97311, -2.55316, -3.27168], [2.64933, 3.56112, 1.96482], [-9.77743, -7.05689, -0.97388], [2.19668, 4.53347, 2.14818], [-0.81290, 4.20872, 5.86001], [2.44170, 2.05793, 3.54777], [-1.18276, 2.82674, 6.89761], [-2.04240, -2.12158, -2.92138], [6.01226, -2.90336, -2.94272], [1.02157, -2.96184, -3.29001], [-8.63291, 3.83449, -1.86523], [9.12655, 2.11714, -3.11022], [-1.00291, -1.64824, 2.84021], [8.20145, -5.94677, -2.29999], [1.84515, 2.51717, 2.76173], [1.78245, 2.73071, 0.21675], [3.74603, 1.06323, 0.29050], [8.96263, -4.00689, -1.66994], [5.30269, 0.60263, -1.07507], [-2.76197, -0.26934, 4.57146], [-5.28980, -0.06418, 2.13060], [8.54584, 3.23801, -1.49075], [0.68809, -2.04987, -9.43369], [3.47700, -2.26691, -1.37248], [-3.05463, -3.88294, -1.20241], [-0.93830, 5.41224, 8.28217], [-0.25958, 2.04573, -1.09051], [8.22435, -3.23531, -2.63693], [0.16405, 0.13740, 7.34837], [-7.95403, 6.65001, -2.92212]],
  "smiles": "CCCCCCCCc1ccc2c(c1CCCCCC)C(=O)c1c(CNC)c(PP(=O)(O)O)cc(CB(O)O)c1C2=O.C[C@@H]1COC(=O)O1.C[C@@H]1COC(=O)O1.C[C@@H]1COC(=O)O1.C[C@@H]1COC(=O)O1.C[C@@H]1COC(=O)O1.C[C@@H]1COC(=O)O1.C[C@@H]1COC(=O)O1",
  "energy_ev": -140691.575
}



3.
{
  "formula": "C5H8S2",
  "method": "ωB97M-V/def2-TZVPD",
  "symbols": ["H", "H", "C", "C", "C", "C", "H", "C", "S", "H", "H", "S", "H", "H", "H"],
  "coordinates": [[-2.61859, 1.30619, 1.15751], [2.49150, -0.79874, -1.78509], [1.57856, -0.01906, 0.07985], [-0.96783, 0.52916, 0.16286], [0.24190, -0.05616, 0.82751], [-2.32977, 0.34492, 0.79099], [0.90279, 0.19384, -1.84732], [1.53180, -0.50447, -1.32850], [0.22470, -0.88126, 2.23968], [2.17024, -0.74747, 0.80813], [-2.94670, 0.03691, -0.09776], [-0.72799, 1.44531, -1.24043], [2.11474, 0.86295, 0.04718], [-2.54999, -0.35427, 1.54695], [0.88464, -1.35786, -1.36155]],
  "smiles": "CCC(=S)C(C)=S",
  "energy_ev": -26982.922,
  "e_above_lowest_ev": 2.235
}



The calculation returns the following frontier orbital gap values, one per record and in order: 5.927; 7.848; 6.890 eV.
The calculation returns the following F_max values, one per record and in order: 1.74; 1.56; 4.43 eV/Å.
The calculation returns the following molar mass values, one per record and in order: 451.79; 1332.09; 132.25 g mol⁻¹.